No. 1
The following is a DFT calculation (ωB97M-V/def2-TZVPD) of 2 unconnected molecules or ions with the total composition CHOP.

Structure (XYZ):
```
4
Properties=species:S:1:pos:R:3:forces:R:3
C -0.0259 -0.1325 -0.1160 1.10 0.37 -2.76
O -1.0745 0.2436 0.5590 0.02 -0.52 -1.51
P 0.7063 0.2298 1.3326 0.49 -0.28 -0.01
H 0.3942 -0.3409 -1.7756 -1.60 0.43 4.28
```
Forces are in eV/Å.

Values from the calculation:
Total energy = -455.08777 Eh
Energy relative to the best compared isomer or geometry (same formula, charge and spin) = 102.53 kcal per mole
Highest occupied orbital energy = -8.262 eV
Orbital gap = 7.301 eV



No. 2
The following is a DFT calculation (ωB97M-V/def2-TZVPD) of a single CHOPS molecule.

Structure (XYZ):
```
5
Properties=species:S:1:pos:R:3:forces:R:3
C 0.4237 -0.2185 0.4794 0.04 1.20 2.21
O -1.0913 1.1287 -0.8904 -1.43 -2.31 1.54
P -1.3105 -0.1842 -0.0903 1.22 3.07 -1.89
S 0.9482 -1.1023 -0.7030 0.76 -1.46 -1.26
H 1.0299 0.3763 1.2043 -0.59 -0.51 -0.60
```
Forces are in eV/Å.

Values from the calculation:
Total energy = -853.42777 Eh
Energy relative to the best compared isomer or geometry (same formula, charge and spin) = 11.33 kcal per mole
Highest occupied orbital energy = -9.295 eV
Orbital gap = 8.320 eV



No. 3
The following is a DFT calculation (ωB97M-V/def2-TZVPD) of a molecular structure, CI2OS.

Structure (XYZ):
```
5
Properties=species:S:1:pos:R:3:forces:R:3
C 0.4738 0.1681 -0.8417 2.60 -1.03 -5.13
O 0.9599 -0.1795 -1.8945 -1.27 0.94 2.56
S -1.7823 -0.6101 2.1991 -0.85 -0.17 1.22
I 0.8197 2.0181 0.0709 0.09 1.21 0.67
I -0.4710 -1.3966 0.4661 -0.57 -0.96 0.67
```
Forces are in eV/Å.

Values from the calculation:
Total energy = -1106.78187 Eh
2S+1 = 3
Energy relative to the best compared isomer or geometry (same formula, charge and spin) = 30.01 kcal per mole
Highest occupied orbital energy (alpha / beta) = -6.840 / -9.354 eV
Orbital gap (alpha / beta) = 5.706 / 6.471 eV



No. 4
The following is a DFT calculation (ωB97M-V/def2-TZVPD) of a single CIN2P molecule.

Structure (XYZ):
```
5
Properties=species:S:1:pos:R:3:forces:R:3
N -0.5706 2.3229 0.6473 0.11 -0.21 -0.24
C 0.0212 1.3399 0.3600 0.35 -0.34 0.37
N 0.7448 0.2895 0.1214 -2.52 -1.77 0.38
P -0.6240 -1.4093 0.3742 2.51 2.08 -1.23
I 0.4286 -2.5430 -1.5030 -0.45 0.24 0.72
```
Forces are in eV/Å.

Values from the calculation:
Total energy = -786.55247 Eh
Energy relative to the best compared isomer or geometry (same formula, charge and spin) = 61.38 kcal per mole
Highest occupied orbital energy (alpha / beta) = -10.284 / -9.410 eV
Orbital gap (alpha / beta) = 7.885 / 7.128 eV
SMILES = N#C/N=P/I



| no. | maximum force (eV/Å) |
| --- | --- |
| 1 | 4.590 |
| 2 | 3.813 |
| 3 | 5.840 |
| 4 | 3.487 |